1.
Computed, not measured: a 2-piece molecular cluster, C8H16INO2 overall in a non-equilibrium geometry, with ωB97M-V/def2-TZVPD.

Frontier orbital gap: 0.320 Eh
Net charge: 0
LUMO: 0.6 eV
Energy relative to the best compared isomer or geometry (same formula, charge and spin): 3.493 eV
Molar mass: 285.12 g mol⁻¹

Geometry as XYZ:
```
28
Properties=species:S:1:pos:R:3:forces:R:3:nbo_charge:R:1
H -2.5421 0.9786 -3.1830 -0.72 -0.70 -3.71 0.19
H -3.1620 1.7455 -1.8792 -0.48 0.88 0.72 0.21
H -0.6944 2.2519 -1.2515 -0.31 1.36 2.19 0.23
H -0.2020 0.4042 -3.9321 -1.04 0.50 -1.48 0.36
O 0.8856 -1.6335 -1.2306 1.98 0.56 0.07 -0.72
C 0.0871 -0.7450 1.2476 -0.03 0.74 -5.45 -0.05
C -2.3626 1.1335 -2.2076 1.87 -1.23 3.01 -0.59
I -2.0188 -0.5605 1.5994 0.45 0.04 -0.02 0.12
H -0.7986 2.4706 -2.9074 0.54 -0.30 -0.48 0.21
C 0.4335 -0.4400 -0.7539 -2.49 2.09 0.42 0.48
C 0.0804 0.6408 -2.0405 1.29 -2.87 2.54 0.39
H 0.8644 1.3319 1.5112 -1.09 1.15 -1.23 0.24
C 0.9754 0.3837 3.3390 -0.02 -0.48 -3.40 -0.61
H 1.9494 0.0685 1.3796 0.55 -0.13 0.11 0.22
H 1.8641 -1.5052 -1.3365 -1.00 -0.48 -0.10 0.47
O 1.1777 0.7332 -1.0817 0.17 -0.87 -0.75 -0.57
H 1.3409 0.1800 -3.5712 -0.07 -0.21 0.28 0.37
H 0.2464 -2.9266 0.7289 -0.89 0.55 0.66 0.25
C 0.6108 -2.1505 1.4240 -2.29 0.26 0.94 -0.70
H -2.4539 0.1021 -1.7225 0.32 1.57 -0.33 0.22
H 0.0451 0.3250 3.7462 -3.15 -0.83 0.72 0.21
H 1.6122 -2.1710 1.1251 2.00 0.22 0.57 0.22
H 1.1925 1.3175 3.6497 1.53 3.32 0.77 0.21
C 0.9701 0.3201 1.7614 0.68 -0.89 3.14 -0.50
N 0.3850 0.0110 -3.2590 1.50 -0.20 0.33 -0.83
H 0.3347 -2.2947 2.5051 0.96 -0.88 -0.90 0.23
C -0.9021 1.7316 -2.1178 -2.16 -1.04 0.28 -0.47
H 1.5657 -0.2690 3.8465 1.91 -2.13 1.12 0.20
```
Positions in Å, forces in eV/Å.

=====

2.
Computed, not measured: a 2-piece molecular cluster, C8H16N2 overall in a non-equilibrium geometry, with ωB97M-V/def2-TZVPD.

Frontier orbital gap: 0.361 Eh
Net charge: 0
LUMO: 0.8 eV
Energy relative to the best compared isomer or geometry (same formula, charge and spin): 3.027 eV
SMILES string: C=C(C)C(C)(C)C.N=C=N
Molar mass: 140.23 g mol⁻¹

Geometry as XYZ:
```
26
Properties=species:S:1:pos:R:3:forces:R:3:nbo_charge:R:1
C -2.5887 0.0622 -0.0996 0.05 0.90 -1.20 0.71
H 2.9860 0.9624 0.8509 -1.35 -1.39 0.03 0.20
C 0.0496 0.5783 1.7708 0.10 -0.21 -1.69 -0.62
H -0.3141 -1.5788 -2.2647 -0.02 -0.65 -0.27 0.21
N -1.9845 0.5452 -1.0547 -1.06 -0.72 1.17 -0.78
H -0.1273 1.7653 -1.0714 -0.29 -0.06 -0.07 0.21
H 1.3630 -1.0240 -2.2531 0.04 0.39 -0.14 0.21
H -0.8907 -1.7203 1.1331 0.44 -0.69 0.18 0.20
H -0.0918 0.0481 -2.1908 -0.10 1.97 -1.06 0.22
H 0.6443 1.2823 2.3229 0.61 -0.30 0.89 0.21
H -0.7910 -2.6244 -0.5108 -0.05 0.12 0.53 0.19
H -3.4842 -1.1325 1.1415 -1.66 -3.04 0.44 0.40
N -3.0171 -0.3311 0.9686 1.71 3.34 -0.97 -0.73
H 0.8660 2.4711 0.2209 0.07 0.12 -0.20 0.20
H 2.6624 -0.5406 -0.0729 0.71 -0.47 -0.68 0.20
H -2.2671 1.1141 -1.8368 -0.54 -0.09 0.44 0.42
H 1.6148 1.4561 -0.9965 1.05 0.69 -1.46 0.20
H -0.8298 1.1895 1.5571 -0.49 -0.75 0.15 0.21
C 0.7904 0.3218 0.4441 -0.13 1.18 -0.57 -0.06
H 2.3468 -0.5476 1.5716 0.42 -2.24 3.44 0.20
C 0.7320 1.6206 -0.4514 0.60 -0.82 2.04 -0.61
C 2.3099 0.0248 0.7574 -0.67 3.64 -3.16 -0.59
C 0.2242 -0.8525 -0.3738 1.47 1.50 -0.57 0.09
H -0.1198 -0.4324 2.1664 -0.20 0.97 0.91 0.21
C 0.3568 -0.8294 -1.8845 0.85 -1.78 1.26 -0.65
C -0.4404 -1.8282 0.1557 -1.57 -1.61 0.56 -0.46
```
Positions in Å, forces in eV/Å.

=====

3.
Computed, not measured: a 2-piece molecular cluster, C8H16N2 overall, with ωB97M-V/def2-TZVPD.

Frontier orbital gap: 0.333 Eh
Net charge: 0
LUMO: 0.5 eV
Energy relative to the best compared isomer or geometry (same formula, charge and spin): 4.807 eV
Molar mass: 140.23 g mol⁻¹

Geometry as XYZ:
```
26
Properties=species:S:1:pos:R:3:forces:R:3:nbo_charge:R:1
H -1.1440 -1.7201 -0.9321 0.00 0.01 0.00 0.21
C 2.5112 -1.4707 0.5378 0.04 -0.02 -0.11 -0.70
H 1.3903 2.5091 -0.6382 -0.02 0.00 0.00 0.21
H -2.6792 -1.2227 -1.6328 0.03 0.02 0.00 0.22
H -1.9614 1.1177 -1.7281 0.03 -0.02 0.02 0.19
H -1.2120 -1.1149 -2.6054 -0.01 0.01 0.02 0.20
C 0.1646 -0.0678 2.6635 0.11 -0.17 -0.16 -0.43
N -1.9161 0.6642 0.2811 0.08 0.00 -0.09 -0.86
H -1.0692 -0.8203 4.4303 -0.02 0.00 0.07 0.21
H 2.5755 -2.1496 -0.3209 0.00 0.06 0.03 0.19
N 1.0138 -0.1804 -0.7929 0.07 -0.05 -0.09 -0.49
C -1.4116 0.4393 -1.0636 0.10 -0.04 -0.03 -0.05
C 1.5876 -0.3235 0.3549 -0.35 -0.23 -0.11 0.19
H 3.5097 -1.0835 0.7647 -0.08 -0.01 -0.01 0.25
H 0.9964 0.0773 1.4515 -0.06 0.30 0.48 0.26
C -1.6140 -0.9900 -1.5941 0.05 0.15 0.06 -0.63
H -2.8626 0.3187 0.3791 0.05 -0.01 0.00 0.36
H -1.3453 0.2379 1.0105 -0.06 -0.01 -0.01 0.40
H 0.2149 2.0772 0.6243 0.00 0.00 0.01 0.25
H 2.1911 -2.0264 1.4217 0.00 0.03 -0.01 0.27
H -0.3181 2.9635 -0.7982 0.00 -0.01 0.01 0.23
H 0.2586 1.0354 -2.2555 0.00 -0.01 0.04 0.20
C 0.3646 2.1904 -0.4471 -0.01 -0.17 -0.05 -0.62
C -0.4902 -0.4848 3.6033 0.13 0.12 -0.27 -0.38
H 1.1800 -0.8706 -1.5263 0.10 0.10 0.09 0.38
C 0.0653 0.8946 -1.1877 -0.17 -0.04 0.11 -0.04
```
Positions in Å, forces in eV/Å.

=====

4.
Computed, not measured: one molecule with the formula C8H16N2O5 in a non-equilibrium geometry, with ωB97M-V/def2-TZVPD.

Frontier orbital gap: 0.381 Eh
Net charge: 0
LUMO: 0.6 eV
Energy relative to the best compared isomer or geometry (same formula, charge and spin): 2.199 eV
SMILES string: C[C@@H](O)[C@H](N)C(=O)N[C@H](C(=O)O)[C@@H](C)O
Molar mass: 220.22 g mol⁻¹

Geometry as XYZ:
```
31
Properties=species:S:1:pos:R:3:forces:R:3:nbo_charge:R:1
N -0.8111 -1.5329 -1.0916 -0.36 1.16 2.10 -0.86
H -2.3306 0.8175 -1.8722 -0.12 -0.51 1.29 0.18
C -3.5656 0.0162 -0.1734 -0.24 -2.08 -0.45 -0.65
O 2.4646 2.1717 -0.5434 0.29 -0.90 -0.02 -0.58
H 0.5005 -0.1690 2.6038 -0.16 0.24 -1.65 0.42
H -3.7308 0.0830 0.9276 0.85 -0.03 -0.85 0.24
O 1.6565 -1.9638 0.2856 0.27 -1.98 0.74 -0.74
H 0.1782 2.1104 1.2976 -0.32 0.16 -0.72 0.50
C 3.6186 -0.7036 -0.4193 -1.49 2.24 3.02 -0.62
C 1.6919 0.3107 0.8463 -1.69 1.51 1.59 -0.18
H -2.7865 2.2909 0.1520 -0.13 -0.16 -0.17 0.48
O 0.5982 2.4976 0.4972 -0.10 -0.34 1.39 -0.65
O -1.5900 -1.1452 1.7154 2.86 3.20 -2.15 -0.63
C -0.7898 -0.3858 1.0531 -1.30 -2.91 1.42 0.70
H 4.1567 -1.5333 0.0082 -0.02 -0.04 0.95 0.22
O -1.9884 1.7821 -0.0188 0.13 0.26 -0.36 -0.74
H -1.6656 -2.0207 -0.8763 0.03 -0.73 -0.87 0.39
C -2.2695 0.5810 -0.7575 -0.48 0.04 1.03 0.10
H 3.8501 0.3532 -0.0195 0.64 -1.92 -0.52 0.23
H 3.9176 -0.7107 -1.3938 0.22 0.14 -2.94 0.22
C -0.9935 -0.2176 -0.4782 0.31 0.81 0.26 -0.18
H -4.3079 0.6170 -0.6288 -1.31 0.43 -0.48 0.20
C 1.6415 1.7233 0.2151 0.81 0.93 -0.62 0.76
C 2.0753 -0.7569 -0.1686 -0.02 0.78 -2.75 0.11
H -0.3026 0.5177 -0.8866 0.72 -0.45 0.17 0.22
H 2.3449 0.3109 1.7351 0.53 0.08 -0.84 0.24
H -0.4540 -1.4545 -2.0104 -0.38 -0.39 -1.08 0.39
H 1.5510 -0.5157 -1.1961 0.95 -0.20 1.78 0.15
H -3.7720 -1.0797 -0.4825 0.35 1.71 0.41 0.21
H 0.7238 -2.1252 0.0789 -0.08 0.15 -0.35 0.51
N 0.3884 0.1314 1.6010 -0.74 -1.18 0.68 -0.67
```
Positions in Å, forces in eV/Å.

=====

5.
Computed, not measured: an isolated ion of composition C8H16N2P and charge +1 in a non-equilibrium geometry, with ωB97M-V/def2-TZVPD.

Frontier orbital gap: 0.329 Eh
Net charge: +1
LUMO: -3.2 eV
Energy relative to the best compared isomer or geometry (same formula, charge and spin): 0.109 eV
Molar mass: 171.20 g mol⁻¹

Geometry as XYZ:
```
27
Properties=species:S:1:pos:R:3:forces:R:3:nbo_charge:R:1
C -1.1750 -0.0539 -0.1219 0.11 -0.15 0.63 0.07
H 3.7112 -1.8181 0.5534 -0.89 -1.61 0.75 0.23
P 0.5367 1.9349 0.3004 0.67 1.23 -1.37 0.86
H -3.4841 -1.3712 1.4696 -2.91 -2.17 2.89 0.41
H -4.8863 -0.7155 -1.9142 0.38 0.00 0.82 0.26
H -1.1720 -1.1004 1.8325 2.32 -1.33 3.52 0.21
C 0.1774 0.4651 -0.5569 -0.36 -2.67 0.48 -0.60
H 1.4012 -0.6986 0.9661 -0.64 0.12 -1.38 0.21
C 2.7525 -0.2668 -0.6901 -1.40 0.79 0.27 -0.40
H 2.8722 -0.5537 -1.7142 0.03 -1.08 -0.55 0.23
H 0.0263 3.0405 -0.4471 -0.02 -0.27 0.98 0.09
H 2.8753 0.8377 -0.8763 0.10 -0.75 0.78 0.18
H 1.9206 2.0406 0.1651 0.01 0.47 0.42 0.05
H -5.0800 -1.8571 -0.4650 1.24 1.87 -0.82 0.24
N -2.2057 0.0947 -0.9821 -2.02 -1.09 -0.02 -0.48
H -5.4484 -0.0666 -0.2423 2.02 -1.50 -1.53 0.24
N -2.9484 -0.9672 0.8286 5.91 2.24 -2.78 -0.48
H 0.1010 0.5223 -1.6485 0.30 0.65 0.20 0.32
H 0.9258 -1.5087 -0.5959 0.00 -0.44 0.17 0.25
H 3.7237 -0.0625 1.1938 0.30 -1.83 -1.06 0.19
C -4.6780 -0.8107 -0.8274 -2.35 0.46 1.17 -0.68
C -3.2368 -0.5377 -0.3955 -1.83 0.54 -1.03 0.39
H 4.7701 -0.7525 -0.0870 0.97 0.49 -0.46 0.23
C -1.5647 -0.7196 1.0126 -3.13 1.39 -3.11 -0.12
C 1.2745 -0.5825 -0.1662 1.79 0.82 0.44 -0.40
H 0.2349 1.8507 1.6543 -0.27 0.22 0.00 0.09
C 3.7831 -0.8102 0.3004 -0.32 3.59 0.54 -0.61
```
Positions in Å, forces in eV/Å.

=====

6.
Computed, not measured: one molecule with the formula C8H16N2Si in a non-equilibrium geometry, with ωB97M-V/def2-TZVPD.

Frontier orbital gap: 0.333 Eh
Net charge: 0
LUMO: 0.7 eV
Energy relative to the best compared isomer or geometry (same formula, charge and spin): 1.820 eV
SMILES string: Cn1ccnc1C[Si](C)(C)C
Molar mass: 168.32 g mol⁻¹

Geometry as XYZ:
```
27
Properties=species:S:1:pos:R:3:forces:R:3:nbo_charge:R:1
C 0.9794 0.1138 -1.4899 -0.20 1.62 0.02 -1.11
C -1.3270 -0.1962 0.7909 0.47 -0.79 2.25 -0.93
C -1.9479 0.7686 -2.2104 2.50 1.15 0.32 -1.12
H -1.8173 1.8867 -2.0539 0.77 -1.18 -0.47 0.24
C 0.3519 2.0946 1.5083 0.16 0.70 -1.29 -0.41
H -0.5146 -2.4922 -2.1713 0.60 -0.50 -2.30 0.22
H 1.5145 1.0603 -1.8153 -1.24 -0.57 0.68 0.24
C -0.8656 -2.1355 -1.2687 -0.94 0.65 2.01 -1.10
H -1.5295 0.4014 -3.1813 -1.08 0.73 0.35 0.25
H 2.7472 -1.9387 2.0999 -0.28 1.32 0.24 0.22
N 0.7427 -1.4734 1.6805 -0.43 0.43 0.09 -0.50
H -2.9635 0.7559 -2.0119 -2.27 -1.08 -0.31 0.24
H -0.5213 2.1570 2.2290 1.29 0.63 -0.79 0.22
H 1.2505 2.7873 1.6562 -1.61 -0.83 0.34 0.23
Si -0.8650 -0.2277 -1.0426 0.76 -0.82 -0.71 1.63
C 2.0289 -1.0967 1.9981 -0.35 0.31 -0.30 -0.09
N 0.8443 0.7250 1.5839 1.43 1.18 1.12 -0.37
H -0.2087 -2.6545 -0.5248 -0.70 0.75 -0.16 0.27
H 1.2171 -0.5480 -2.2985 0.08 -0.80 -0.29 0.24
H -1.9544 0.6819 1.1950 1.02 -1.43 -0.55 0.24
H -0.0091 2.3429 0.4237 0.44 -0.60 1.90 0.21
C 2.1047 0.2974 1.9867 -0.39 -1.90 -0.56 -0.13
H 1.4468 -0.2099 -0.5803 0.84 -0.48 0.22 0.24
H 2.9290 0.9453 2.0917 0.57 0.67 0.21 0.21
H -1.7994 -1.2142 1.0630 0.22 1.78 -0.64 0.28
H -1.9091 -2.4850 -1.1468 0.46 -0.07 0.06 0.22
C 0.0754 -0.3460 1.4888 -2.15 -0.86 -1.44 0.38
```
Positions in Å, forces in eV/Å.

=====

Repeat the sixth record exactly.
Computed, not measured: one molecule with the formula C8H16N2Si in a non-equilibrium geometry, with ωB97M-V/def2-TZVPD.

Frontier orbital gap: 0.333 Eh
Net charge: 0
LUMO: 0.7 eV
Energy relative to the best compared isomer or geometry (same formula, charge and spin): 1.820 eV
SMILES string: Cn1ccnc1C[Si](C)(C)C
Molar mass: 168.32 g mol⁻¹

Geometry as XYZ:
```
27
Properties=species:S:1:pos:R:3:forces:R:3:nbo_charge:R:1
C 0.9794 0.1138 -1.4899 -0.20 1.62 0.02 -1.11
C -1.3270 -0.1962 0.7909 0.47 -0.79 2.25 -0.93
C -1.9479 0.7686 -2.2104 2.50 1.15 0.32 -1.12
H -1.8173 1.8867 -2.0539 0.77 -1.18 -0.47 0.24
C 0.3519 2.0946 1.5083 0.16 0.70 -1.29 -0.41
H -0.5146 -2.4922 -2.1713 0.60 -0.50 -2.30 0.22
H 1.5145 1.0603 -1.8153 -1.24 -0.57 0.68 0.24
C -0.8656 -2.1355 -1.2687 -0.94 0.65 2.01 -1.10
H -1.5295 0.4014 -3.1813 -1.08 0.73 0.35 0.25
H 2.7472 -1.9387 2.0999 -0.28 1.32 0.24 0.22
N 0.7427 -1.4734 1.6805 -0.43 0.43 0.09 -0.50
H -2.9635 0.7559 -2.0119 -2.27 -1.08 -0.31 0.24
H -0.5213 2.1570 2.2290 1.29 0.63 -0.79 0.22
H 1.2505 2.7873 1.6562 -1.61 -0.83 0.34 0.23
Si -0.8650 -0.2277 -1.0426 0.76 -0.82 -0.71 1.63
C 2.0289 -1.0967 1.9981 -0.35 0.31 -0.30 -0.09
N 0.8443 0.7250 1.5839 1.43 1.18 1.12 -0.37
H -0.2087 -2.6545 -0.5248 -0.70 0.75 -0.16 0.27
H 1.2171 -0.5480 -2.2985 0.08 -0.80 -0.29 0.24
H -1.9544 0.6819 1.1950 1.02 -1.43 -0.55 0.24
H -0.0091 2.3429 0.4237 0.44 -0.60 1.90 0.21
C 2.1047 0.2974 1.9867 -0.39 -1.90 -0.56 -0.13
H 1.4468 -0.2099 -0.5803 0.84 -0.48 0.22 0.24
H 2.9290 0.9453 2.0917 0.57 0.67 0.21 0.21
H -1.7994 -1.2142 1.0630 0.22 1.78 -0.64 0.28
H -1.9091 -2.4850 -1.1468 0.46 -0.07 0.06 0.22
C 0.0754 -0.3460 1.4888 -2.15 -0.86 -1.44 0.38
```
Positions in Å, forces in eV/Å.

=====

Question: LUMO of number 6 (C8H16N2Si)?
Answer: 0.7 eV